[1]
ORCA calculation (wB97M-V/def2-TZVPD) on an isolated molecule of C2H4ClFN2OS.

Summary:
- HOMO level: -0.34735 Eh
- Frontier orbital gap: 9.55 eV
- SMILES: O/N=C(\NS)[C@@H](F)Cl

```
12
Properties=species:S:1:pos:R:3:mulliken_charge:R:1
O 0.1955 -1.6105 -1.6580 -0.310
N -0.6848 -1.0946 -0.7636 -0.308
C -0.1653 -0.3841 0.1676 0.356
N 1.2184 -0.0503 0.2772 -0.567
S 1.8833 0.9573 -1.0147 -0.073
C -1.1945 0.2665 1.0730 -0.024
F -0.8803 0.1587 2.3954 -0.225
Cl -1.4105 2.0734 0.5989 -0.163
H 1.0358 -1.6977 -1.1692 0.380
H 1.2988 0.5810 1.0621 0.414
H 0.8350 1.0024 -1.8607 0.171
H -2.1314 -0.2020 0.8920 0.350
```


[2]
ORCA calculation (wB97M-V/def2-TZVPD) on a cluster of 2 separate species, C2H4ClI in total.

Summary:
- HOMO level (alpha / beta): -0.34886 / -0.29577 Eh
- Frontier orbital gap (alpha / beta): 8.82 / 5.05 eV

```
8
Properties=species:S:1:pos:R:3:mulliken_charge:R:1
C 0.2544 -0.0365 0.2681 -0.988
C -0.5612 -0.9617 -0.4024 -0.071
Cl -0.6203 -2.5439 0.0609 -0.084
I -3.8187 0.1623 -0.0084 -0.130
H 0.4055 0.8885 -0.1755 0.329
H 1.1871 -0.2832 0.5642 0.443
H -0.2186 0.0207 1.2234 0.310
H -1.5252 -0.5817 -0.8925 0.192
```


[3]
ORCA calculation (wB97M-V/def2-TZVPD) on an isolated molecule of C2H4ClIO.

Summary:
- HOMO level: -0.35929 Eh
- Frontier orbital gap: 9.92 eV
- SMILES: CO[C@H](Cl)I

```
9
Properties=species:S:1:pos:R:3:mulliken_charge:R:1
C 1.1791 0.1425 -0.3644 -0.859
O -0.1788 0.5085 -0.6170 -0.216
C -0.9852 0.1057 0.3090 -0.215
Cl -0.8471 -1.9594 0.3384 -0.325
I -2.9586 0.5851 -0.1000 0.147
H 1.7509 0.7432 -1.1415 0.227
H 1.2656 -0.8974 -0.3163 0.395
H 1.4728 0.5405 0.5376 0.415
H -0.6986 0.2314 1.3543 0.429
```


[4]
ORCA calculation (wB97M-V/def2-TZVPD) on a cluster of 2 separate species, C2H4ClN in total.

Summary:
- HOMO level: -0.35292 Eh
- Frontier orbital gap: 10.36 eV

```
8
Properties=species:S:1:pos:R:3:mulliken_charge:R:1
C -0.6838 0.2650 0.3639 -0.472
C 0.3769 -0.5670 -0.3396 0.134
N 0.7644 0.3216 0.6614 -0.456
Cl 0.5382 -0.2083 -2.0438 -0.174
H -1.0610 1.1683 -0.2498 0.238
H -1.4598 -0.1544 1.1725 0.184
H 0.4747 -2.0834 -0.0489 0.267
H 1.0504 1.2581 0.4844 0.279
```


[5]
ORCA calculation (wB97M-V/def2-TZVPD) on an isolated molecule of C2H4ClN.

Summary:
- HOMO level: -0.36430 Eh
- Frontier orbital gap: 9.90 eV
- SMILES: ClN1CC1

```
8
Properties=species:S:1:pos:R:3:mulliken_charge:R:1
Cl -2.3874 -0.0342 -0.2124 -0.146
N -0.6750 0.1047 0.6358 -0.283
C 0.3437 -0.7339 0.0847 -0.261
C 0.3909 0.7379 -0.0721 -0.220
H 0.1300 -1.3232 -0.7967 0.250
H 0.9408 -1.2372 0.8336 0.207
H 1.0155 1.3312 0.5857 0.209
H 0.2415 1.1548 -1.0586 0.244
```


[6]
ORCA calculation (wB97M-V/def2-TZVPD) on the ion C2H4ClN2 with charge +1.

Summary:
- HOMO level: -0.56853 Eh
- Frontier orbital gap: 9.83 eV
- SMILES: CN=C=[NH+]Cl
- Total charge: +1

```
9
Properties=species:S:1:pos:R:3:mulliken_charge:R:1
C 1.6362 0.4787 0.0220 -0.567
N 0.4130 -0.0116 -0.1443 0.149
C -0.6455 -0.4895 -0.1087 0.325
N -1.8552 -0.8292 -0.0311 -0.249
Cl -3.0675 0.4181 0.0777 0.067
H 1.9417 0.2148 1.0445 0.311
H 2.4396 0.4548 -0.7768 0.295
H 1.4470 1.5135 -0.2305 0.324
H -2.3092 -1.7496 0.1472 0.345
```